1.
{"formula": "C24H34N4O", "method": "the ωB97M-V functional and the def2-TZVPD basis", "de_lowest_kcal_mol": 19.76, "total_charge": 0, "elements": ["O", "N", "N", "N", "N", "C", "C", "C", "C", "C", "C", "C", "C", "C", "C", "C", "C", "C", "C", "C", "C", "C", "C", "C", "C", "C", "C", "C", "C", "H", "H", "H", "H", "H", "H", "H", "H", "H", "H", "H", "H", "H", "H", "H", "H", "H", "H", "H", "H", "H", "H", "H", "H", "H", "H", "H", "H", "H", "H", "H", "H", "H", "H"], "positions_angstrom": [[1.143345, -0.625673, -1.135351], [4.072108, 2.742578, -0.898432], [-0.442133, 2.116658, 1.731887], [3.314222, 1.823357, -0.307526], [3.197627, -0.630858, -0.158712], [2.002689, -1.195361, -0.494164], [0.317788, -4.203931, 0.993235], [0.770856, 2.076225, 2.519434], [2.209773, 2.307813, 0.497441], [-1.014961, 0.802238, 1.480498], [1.814421, -2.571982, 0.050287], [-3.312736, 1.542740, 2.179966], [4.810748, 0.720669, -1.489050], [0.547045, -2.935724, 0.494265], [3.721141, 0.576147, -0.649577], [1.349330, -5.127240, 1.035899], [-3.004127, -0.539609, 0.763887], [-3.875653, 0.197786, -1.482034], [-0.222338, 2.909821, 0.536863], [-2.203504, -1.433748, -2.388488], [0.931109, 2.403908, -0.338979], [-2.746500, 0.691067, -3.619871], [1.970914, 1.484025, 1.760358], [-3.011252, -0.171318, -2.420767], [-4.188751, -0.542571, -0.211432], [4.976301, 2.101462, -1.610333], [2.844392, -3.507430, 0.084888], [-2.494496, 0.870804, 1.083418], [2.608094, -4.779907, 0.573535], [5.385986, -0.060937, -1.941648], [-1.141716, 2.934601, -0.047589], [-4.450194, -1.581425, -0.434225], [-0.473335, 0.258926, 0.693003], [-0.931012, 0.226450, 2.407384], [0.690707, 1.425524, -0.754971], [1.005240, 3.103396, 2.818031], [-3.302716, 1.623949, -3.570421], [-0.004543, 3.931886, 0.865423], [-0.666939, -4.473375, 1.344217], [-5.054516, -0.082047, 0.266688], [-2.192980, -1.106722, 0.306985], [-4.348739, 1.659769, 1.872004], [-2.897190, 2.522734, 2.397837], [-3.289054, -1.049333, 1.687782], [-1.186664, -1.215100, -2.059675], [1.171923, -6.120403, 1.420618], [-3.026483, 0.167417, -4.534108], [-4.400448, 1.136195, -1.610341], [1.743620, 0.449764, 1.505341], [3.864262, -1.221060, 0.318976], [0.583178, 1.494985, 3.425561], [3.409050, -5.504139, 0.590380], [1.093346, 3.092926, -1.168930], [2.859456, 1.496342, 2.395030], [-2.138139, -1.860377, -3.388498], [-3.287393, 0.948628, 3.091608], [-2.635780, -2.175826, -1.722848], [3.824522, -3.261875, -0.300782], [-2.576854, 1.462847, 0.168568], [-0.250252, -2.209554, 0.448930], [5.707653, 2.642956, -2.175976], [-1.682675, 0.918568, -3.681533], [2.513231, 3.322358, 0.786051]], "forces_ev_per_angstrom": [[-0.0035, -0.0141, -0.0361], [0.0055, 0.7831, -0.1072], [-0.0974, -0.0398, 0.1968], [0.3453, -0.3304, -0.0110], [0.4000, -0.0931, 0.1379], [-0.0126, -0.0231, -0.0135], [-0.0283, -0.0078, 0.0178], [0.2226, -0.1102, 0.0271], [-0.5973, 0.0098, 0.1656], [-0.2151, 0.1554, -0.1990], [-0.1271, -0.2902, -0.0046], [0.0855, 0.0274, -0.3103], [-0.2867, -0.0735, 0.1493], [0.0677, 0.1460, -0.0570], [0.3096, -0.0288, -0.4123], [0.0334, -0.0499, -0.0064], [-0.0710, 0.2847, -0.0904], [-0.1979, -0.0376, 0.0330], [0.0696, 0.0520, -0.2152], [-0.1180, 0.0529, 0.1086], [-0.1182, 0.1039, 0.1976], [-0.0876, 0.0216, 0.1409], [-0.1387, 0.2048, 0.0417], [-0.0123, 0.0814, -0.1878], [0.2032, -0.1502, 0.0461], [-0.0627, -0.2533, 0.1103], [-0.0603, 0.1290, 0.0052], [0.1542, -0.1925, 0.3056], [0.0542, -0.1008, 0.0425], [0.0621, -0.2074, -0.0782], [0.0044, 0.1141, -0.0127], [-0.1006, 0.0120, 0.0419], [0.0090, -0.0979, 0.0355], [0.0292, -0.0774, 0.0147], [0.0645, 0.0962, -0.0093], [0.0371, -0.0107, 0.0790], [-0.0247, 0.0860, -0.0227], [-0.0670, 0.0404, -0.0599], [-0.0843, -0.0166, 0.0371], [-0.0611, -0.0684, -0.0045], [0.0660, -0.0990, -0.0153], [-0.1728, 0.0258, 0.0305], [-0.0373, 0.1036, 0.0778], [0.0645, -0.0583, 0.0696], [0.1375, -0.0571, 0.0222], [-0.0138, -0.0803, 0.0297], [0.0286, -0.0265, -0.1096], [0.0191, 0.1562, -0.1227], [0.0393, -0.0020, 0.0540], [-0.2021, 0.1167, 0.0269], [0.0320, 0.0695, 0.0033], [0.0533, -0.0571, -0.0093], [0.0349, 0.0128, -0.0480], [0.0437, -0.0602, -0.0043], [0.0181, -0.0762, -0.0684], [-0.0059, -0.0828, 0.1465], [0.0110, -0.1265, 0.0824], [0.0756, 0.0231, -0.0279], [0.0481, -0.0075, 0.0071], [-0.0713, 0.0796, -0.0343], [0.1384, 0.1579, -0.0932], [0.1161, 0.0519, -0.0901], [-0.0079, -0.1902, -0.0228]]}

***

2.
{"formula": "C4H13NO2", "method": "the ωB97M-V functional and the def2-TZVPD basis", "de_lowest_kcal_mol": 32.25, "total_charge": 0, "elements": ["O", "O", "N", "C", "C", "C", "C", "H", "H", "H", "H", "H", "H", "H", "H", "H", "H", "H", "H", "H"], "positions_angstrom": [[6.428772, 2.352581, -0.332490], [-2.451237, 0.985737, 2.260324], [-1.576320, -0.651913, 0.760923], [-1.815809, -1.765297, -1.361330], [0.179694, -0.226460, -0.884607], [-1.328455, 0.572809, 1.447476], [-0.786813, -1.236847, -0.353095], [6.633932, 3.238482, -0.002420], [-0.317161, 0.465976, -1.560926], [-1.261490, -2.097130, -2.256841], [5.612681, 2.107074, 0.108432], [0.942921, -0.834390, -1.403230], [0.822448, 0.279685, -0.164819], [-1.166078, 1.317688, 0.657585], [-2.322544, 1.929107, 2.238014], [-2.451719, -2.579980, -1.035125], [-2.380241, -0.896236, -1.715274], [-1.963748, -1.378720, 1.347122], [-0.480228, 0.544399, 2.136593], [-0.318608, -2.126563, 0.113696]], "forces_ev_per_angstrom": [[0.1564, 0.2946, 0.0423], [0.5042, -0.6902, -0.9063], [-1.1854, -0.4318, 0.3582], [1.3833, 0.9288, -1.4738], [1.3746, -1.1635, -0.9268], [0.1227, -0.0442, -0.3874], [-1.6583, -0.3770, 2.4162], [-0.0638, -0.2705, -0.0982], [0.2106, 0.1400, -0.0333], [-0.1819, -0.2519, 0.2048], [-0.0922, -0.0239, 0.0568], [-0.3896, 0.4882, -0.5718], [-0.6078, 0.1902, 0.3911], [0.2429, 0.0861, 0.3223], [-0.4803, 0.5998, 0.4172], [-0.0457, 0.1283, 0.3649], [-0.3515, -0.2803, 0.2335], [0.0882, 0.2271, 0.1423], [0.4053, 0.0047, 0.0077], [0.5682, 0.4454, -0.5596]]}

***

3.
{"formula": "C3H8N2O", "method": "the ωB97M-V functional and the def2-TZVPD basis", "de_lowest_kcal_mol": 48.32, "total_charge": 0, "elements": ["O", "N", "N", "C", "C", "C", "H", "H", "H", "H", "H", "H", "H", "H"], "positions_angstrom": [[-0.391341, 3.303961, 0.779669], [-0.106451, -2.333547, -0.915376], [-0.122942, -0.307610, 0.475013], [-0.640551, 2.136291, 0.799743], [0.415066, 1.069472, 0.584703], [0.534528, -1.050154, -0.612689], [-1.102630, -2.140547, -0.965327], [-1.613353, 1.623263, 0.916248], [0.821921, 1.297062, -0.416852], [0.014113, -2.898892, -0.079265], [1.592237, -1.122076, -0.388281], [0.380977, -0.486795, -1.549805], [-1.067614, -0.177769, 0.131985], [1.286040, 1.087341, 1.240233]], "forces_ev_per_angstrom": [[-0.6126, 0.1696, 0.1484], [0.6477, 0.4499, 1.1101], [-0.1951, 0.5363, 0.3161], [1.1743, -1.3031, 0.1985], [0.7167, -0.8889, -1.3547], [-1.0643, 0.3329, -0.9495], [-0.0319, -0.2126, -0.1826], [-0.6738, 0.8273, 0.1084], [0.1245, 0.4549, 0.1121], [-0.1567, -0.3039, -0.1201], [0.1288, -0.3568, -0.0834], [0.6025, 0.1811, 0.1190], [-0.3736, -0.1894, 0.2243], [-0.2865, 0.3026, 0.3534]]}

***

4.
{"formula": "C3H9N4O", "method": "the ωB97M-V functional and the def2-TZVPD basis", "de_lowest_kcal_mol": 103.04, "total_charge": 1, "elements": ["O", "N", "N", "N", "N", "C", "C", "C", "H", "H", "H", "H", "H", "H", "H", "H", "H"], "positions_angstrom": [[-1.464711, -1.243719, 1.113546], [2.819350, 1.712897, -3.296202], [3.668249, 1.198657, -3.935628], [-0.418991, 0.983403, -0.470555], [1.041099, 2.294139, -1.753159], [0.594107, 1.116328, -1.280077], [-0.924187, -1.603441, 2.371173], [2.083223, 2.373649, -2.683406], [-1.219597, 1.649635, -0.474403], [-1.230081, -0.919256, 3.118403], [0.702175, 3.198344, -1.350499], [1.303030, 0.275483, -1.470256], [-0.649094, 0.148144, 0.157463], [-2.299305, -1.727941, 0.988778], [3.608066, 1.199375, -4.979500], [-1.227366, -2.538148, 2.605529], [0.157761, -1.570639, 2.127249]], "forces_ev_per_angstrom": [[-1.2930, 0.1919, -1.0927], [-1.0923, -0.2018, -0.7810], [3.1305, -1.5916, -2.0679], [-1.6354, -0.2619, 0.5424], [-0.2640, -0.0541, -0.4412], [1.3215, 0.0388, 0.7325], [2.2444, 2.0861, -1.8178], [-2.0266, 2.3921, 2.7225], [1.2521, -0.2732, 0.0760], [-0.0299, 0.7771, 0.8692], [0.2494, -1.2206, -0.7186], [-0.9694, 0.4357, 0.1394], [0.4186, 0.4539, -1.2135], [0.4157, 0.4918, -0.1503], [-0.6409, -0.0018, 1.1142], [-0.6611, -3.0997, 0.9508], [-0.4198, -0.1626, 1.1358]]}

***

5.
{"formula": "C5H8O2", "method": "the ωB97M-V functional and the def2-TZVPD basis", "de_lowest_kcal_mol": 117.78, "total_charge": 0, "elements": ["O", "O", "C", "C", "C", "C", "C", "H", "H", "H", "H", "H", "H", "H", "H"], "positions_angstrom": [[1.442005, -0.745462, -0.245640], [-0.452267, 2.034008, 0.310555], [-0.565045, -1.469079, 1.125341], [-1.184076, -0.237824, -1.094332], [-0.461114, -0.405919, 0.075970], [0.150894, 0.910717, -0.032664], [1.583901, 0.607412, -0.310926], [-1.359104, -1.073316, -1.771599], [2.192216, 1.056971, 0.504952], [0.061984, 2.786674, -0.022120], [-1.573916, 0.724382, -1.402078], [0.267260, -1.417661, 1.827150], [-0.540989, -2.447949, 0.635665], [-1.519838, -1.373738, 1.657043], [1.958089, 1.050786, -1.257316]], "forces_ev_per_angstrom": [[0.2604, -0.2132, -0.1051], [0.1327, -0.0504, -0.2075], [0.0732, 0.0014, -0.0100], [-0.0428, -0.1748, -0.0208], [-0.3547, 0.1018, -0.0110], [0.0586, 0.0697, 0.2056], [-0.0970, 0.2921, -0.0652], [0.0670, 0.1097, 0.1164], [-0.0402, -0.1221, -0.0506], [-0.0835, -0.0447, 0.0710], [0.1210, -0.0588, 0.0792], [-0.1292, -0.0016, -0.0783], [-0.0054, 0.1366, 0.0516], [0.1219, 0.0163, -0.1010], [-0.0820, -0.0618, 0.1256]]}

***

6.
{"formula": "C8H14NS", "method": "the ωB97M-V functional and the def2-TZVPD basis", "de_lowest_kcal_mol": 147.64, "total_charge": 1, "elements": ["S", "N", "C", "C", "C", "C", "C", "C", "C", "C", "H", "H", "H", "H", "H", "H", "H", "H", "H", "H", "H", "H", "H", "H"], "positions_angstrom": [[0.860054, -1.365463, -3.035370], [-0.627821, -1.338721, 0.077772], [1.182936, 1.263629, 1.558712], [-0.784342, 1.980746, 0.103264], [-1.210715, -1.874108, 1.342560], [1.490614, 1.485991, -0.886977], [0.464061, 1.105860, 0.227599], [-0.006282, -0.242649, -0.000425], [-0.925080, -2.240324, -1.022654], [-0.311355, -2.218176, -2.221470], [-0.445774, 2.830649, 0.742684], [-0.653137, -2.715536, 1.617668], [-1.742615, -2.881928, -0.758259], [1.772926, 2.238614, 1.412827], [1.987718, 0.444736, 1.497941], [2.509328, 1.438565, -0.397292], [1.318590, 2.589965, -0.970575], [1.359582, 0.885330, -1.684974], [0.486804, 1.257629, 2.336708], [-1.311011, -1.070750, 2.126721], [-2.146464, -2.325096, 1.262026], [-0.655894, -2.954246, -2.838367], [-1.698170, 1.392434, 0.435880], [-0.913952, 2.312849, -0.925998]], "forces_ev_per_angstrom": [[-0.1386, 1.0312, 1.7170], [0.0645, 1.1568, -0.4423], [3.2887, -0.1759, -2.1882], [-0.4212, -0.0075, 0.7095], [0.3595, 2.2990, 1.6403], [1.4552, 3.1560, 4.2085], [-0.3808, -0.9842, -1.2970], [0.1229, -2.0434, -1.0061], [0.2958, 0.4652, 0.1160], [0.6727, 1.3329, 0.8629], [-1.2880, -0.2413, -0.4184], [1.6294, -0.7661, 0.7529], [-0.0012, -0.2915, -0.1298], [-1.1086, -1.2293, 0.8264], [-1.1861, 1.1151, 1.0979], [-0.9117, -0.4526, -1.0664], [0.1645, -0.9492, -0.7128], [-0.1599, -1.3358, -2.9225], [-0.5326, -0.0885, 1.6257], [0.5531, -0.9447, -0.8392], [-1.9710, -0.0576, -1.1328], [-1.2448, -2.3408, -1.4807], [0.9117, 1.3875, -0.0429], [-0.1737, -0.0352, 0.1221]]}